This record from the Open Molecules 2025 dataset describes a 2-piece molecular cluster, C4H9O3S overall. The level of theory is ωB97M-V with the def2-TZVPD basis set.

Calculated values
- ΔE to the lowest compared entry with this formula, charge and spin (kJ/mol) = 78.86
- total charge = -1
- multiplicity = 1

Structure (XYZ):
```
17
Properties=species:S:1:pos:R:3:forces:R:3
O 0.551361 -1.509120 -2.221179 0.304 -0.192 0.552
C 1.058953 -1.405813 -1.073725 -0.782 0.321 -0.338
O 2.235639 -1.139727 -0.749283 0.065 -0.089 -0.037
C 0.025582 -1.421633 0.118078 1.064 -0.077 -0.128
C -0.524172 -0.011875 0.249244 -0.491 0.857 0.929
C -1.938201 -0.055584 0.861003 0.484 0.671 -0.189
S -2.891329 1.535250 0.920367 0.387 -0.523 -0.376
H 0.583217 -1.618199 1.032723 0.046 -0.252 0.095
H -0.747537 -2.191188 0.040007 -0.057 0.180 -0.421
H 0.108906 0.550529 0.950733 -0.066 -0.142 -0.029
H -0.454618 0.601699 -0.644996 -0.415 -0.391 -0.511
H -2.561811 -0.755708 0.315144 -0.058 -0.205 0.195
H -1.802538 -0.345895 1.900446 -0.400 -0.272 0.058
H -3.133558 1.492153 -0.402138 -0.056 0.266 0.159
H 3.313094 1.437666 -0.093185 -0.167 -0.505 -0.556
H 4.831309 1.749986 0.161362 -0.938 -0.250 0.034
O 3.959660 1.625624 0.581031 1.081 0.602 0.564
```
Positions in Å, forces in eV/Å.

---

This record from the Open Molecules 2025 dataset describes C4H9O3Sr as an isolated structure. The level of theory is ωB97M-V with the def2-TZVPD basis set.

Calculated values
- multiplicity = 2

Structure (XYZ):
```
17
Properties=species:S:1:pos:R:3:forces:R:3
C 2.150862 0.218563 -2.147095 -0.143 -0.046 -0.682
O 1.210827 0.891572 -1.427153 -0.043 -0.182 -0.246
H 2.810778 0.897353 -2.716572 0.073 -0.353 0.272
H 2.692388 -0.522429 -1.529952 -0.076 0.258 -0.129
H 1.586531 -0.396731 -2.905182 0.280 0.294 0.475
O -2.559537 0.316894 0.127586 0.831 1.127 0.167
C -1.786093 1.240980 0.869801 -0.777 -0.608 2.519
C -0.321834 0.794889 1.345017 2.189 -0.794 -5.534
O 0.111014 -0.506020 1.854082 -0.126 0.196 2.873
C -0.240847 -1.746232 1.128493 0.955 0.861 0.552
Sr -2.285877 -1.737740 -0.124682 -1.017 -0.850 -0.744
H -2.329758 1.313003 1.837752 -0.137 1.228 -0.649
H -1.575948 2.151313 0.274089 -0.313 -0.209 0.708
H 0.592376 1.344793 0.537524 -2.049 -1.021 3.420
H -0.393366 0.215365 0.463932 0.001 0.306 -3.143
H -0.298877 -2.507548 1.923664 0.325 0.035 -0.135
H 0.637369 -1.968020 0.488690 0.030 -0.242 0.277
```
Positions in Å, forces in eV/Å.

---

This record from the Open Molecules 2025 dataset describes one molecule with the formula C4H9OP. The level of theory is ωB97M-V with the def2-TZVPD basis set.

Calculated values
- ΔE to the lowest compared entry with this formula, charge and spin (kJ/mol) = 114.13
- SMILES = CP1OC1(C)C
- multiplicity = 1

Structure (XYZ):
```
15
Properties=species:S:1:pos:R:3:forces:R:3
C 0.440492 2.316085 -0.492717 1.386 -3.888 -1.088
P 1.474781 0.972064 0.648777 -1.213 0.995 -1.517
O 0.265178 0.375442 1.629043 -0.772 0.475 0.501
C 0.360522 -0.463498 0.494695 1.300 -1.673 -0.056
C 0.789693 -1.910222 0.924185 2.218 2.114 -3.587
C -0.781647 -0.434636 -0.510674 0.955 0.545 -1.623
H -0.358342 1.838267 -1.143377 1.414 0.586 0.617
H 1.244061 2.753251 -1.086067 -0.432 0.527 0.089
H -0.075951 2.893357 0.178078 -0.779 2.018 1.615
H 1.806893 -2.052425 1.274881 0.229 0.628 0.239
H 0.766230 -2.502882 0.008895 -0.401 -0.366 0.195
H 0.166112 -2.221810 1.649236 -2.429 -1.315 2.303
H -1.389676 0.384116 -0.151535 -1.064 -0.447 0.101
H -1.228190 -1.455846 -0.629798 -0.038 1.230 0.204
H -0.461644 -0.007243 -1.570474 -0.373 -1.429 2.008
```
Positions in Å, forces in eV/Å.

---

Electronic energy for the records above, in order: -21273.199 -11262.633 -15628.451 eV